The following is a DFT calculation (ωB97M-V/def2-TZVPD) of a molecular structure, C18H42CeNO2P2.

XYZ file:
```
66
Properties=species:S:1:pos:R:3:lowdin_charge:R:1
Ce 0.016 -0.085 -0.089 0.615
P 0.180 2.366 0.689 0.886
P -0.924 -2.487 -0.527 0.871
N -2.004 0.081 1.329 -0.217
C -0.824 2.097 2.238 -0.242
H -0.179 2.408 3.077 0.106
H -1.672 2.797 2.144 0.099
C -1.409 0.691 2.540 -0.217
H -0.642 0.022 2.989 0.126
H -2.214 0.760 3.281 0.138
C -2.707 -1.241 1.400 -0.155
H -3.500 -1.211 0.655 0.128
H -3.104 -1.345 2.406 0.129
C -1.749 -2.473 1.113 -0.260
H -2.335 -3.397 1.067 0.098
H -0.983 -2.594 1.909 0.103
C 0.393 -3.747 -0.691 -0.483
C 1.830 -3.311 -0.270 -0.076
H 1.960 -3.288 0.824 0.076
H 2.174 -2.344 -0.725 0.074
H 2.531 -4.051 -0.659 0.100
C -2.131 -2.451 -1.876 -0.497
C -1.475 -2.114 -3.257 -0.087
H -2.156 -1.470 -3.807 0.092
H -1.308 -3.033 -3.817 0.077
H -0.520 -1.547 -3.171 0.051
C -0.527 3.628 -0.371 -0.506
C 0.516 4.038 -1.445 -0.073
H -0.040 4.570 -2.232 0.103
H 1.024 3.180 -1.914 0.070
H 1.249 4.710 -0.979 0.077
C 1.929 2.643 1.229 -0.493
C 2.970 2.503 0.088 -0.075
H 3.957 2.471 0.567 0.102
H 2.924 3.353 -0.600 0.080
H 2.868 1.577 -0.517 0.048
C 1.210 0.127 -1.905 -0.252
C -2.806 -3.845 -1.775 -0.103
H -2.329 -4.539 -1.070 0.068
H -3.843 -3.686 -1.440 0.094
H -2.821 -4.286 -2.784 0.095
C -0.977 4.707 0.631 -0.110
H -0.643 5.679 0.236 0.102
H -2.069 4.654 0.757 0.095
H -0.533 4.585 1.638 0.049
C 1.899 4.016 1.885 -0.101
H 2.919 4.214 2.269 0.107
H 1.628 4.803 1.158 0.083
H 1.210 4.020 2.746 0.081
C 0.378 -4.234 -2.147 -0.085
H 0.642 -3.399 -2.839 0.092
H 1.135 -5.031 -2.255 0.107
H -0.610 -4.626 -2.411 0.066
H 0.019 -4.493 0.029 0.122
H 2.132 1.864 1.987 0.103
H -2.822 -1.643 -1.613 0.096
H -1.393 3.111 -0.862 0.114
O 1.836 0.239 -2.881 0.168
H -2.487 0.750 0.705 0.124
H -1.284 0.492 -1.406 -0.070
C 2.944 -0.723 1.336 -0.048
O 1.568 -0.772 1.807 -0.226
H 2.985 -0.482 0.234 0.089
H 3.386 -1.681 1.500 0.100
H 3.346 0.129 1.836 0.087
H 1.262 -1.657 2.034 0.084
```

Values from the calculation:
Total charge: +2
Multiplicity: 2
Gap between HOMO and LUMO (spin up / spin down) in eV: 6.59 / 6.81
HOMO energy (spin up / spin down) in eV: -13.45 / -13.68
Strongest force on any atom in eV/Å: 8.4
Calculated total energy in eV: -56418.6706